# 1
# C13H16N8O4

A cluster of 2 separate species, C13H16N8O4 in total at a distorted geometry (ωB97M-V/def2-TZVPD, the Open Molecules 2025 dataset).

The geometry in XYZ format:
```
41
Properties=species:S:1:pos:R:3:forces:R:3
C -0.7674 -2.7271 0.4505 0.235 -0.485 -0.083
C -1.4795 -2.2160 1.6879 0.404 0.111 0.022
C -2.5560 -3.1918 2.1323 -0.254 -0.325 -0.065
C -0.5237 -1.9804 2.8397 0.431 -0.094 0.188
N -2.0601 -0.9390 1.3358 -0.392 1.451 0.168
C -1.8103 -0.2504 0.2042 -0.322 -0.493 -1.550
N -2.7124 0.7591 0.2200 0.137 0.090 0.896
C -3.0174 1.6323 -0.8943 0.152 0.157 -0.205
C -3.3635 0.8236 1.4484 0.311 -0.516 -0.264
C -2.9282 -0.2383 2.1516 -0.460 -0.169 0.081
H -0.0614 -1.9771 0.0739 -0.173 -0.379 0.115
H -0.2468 -3.6584 0.7086 -0.042 0.169 -0.138
H -1.4983 -2.9249 -0.3450 0.287 0.058 0.143
H -3.0935 -2.8453 3.0223 0.150 -0.061 -0.129
H -3.2926 -3.3798 1.3425 0.161 0.064 0.081
H -2.0586 -4.1367 2.3772 -0.210 0.077 0.010
H -1.0635 -1.6189 3.7229 0.139 -0.110 -0.102
H -0.0350 -2.9288 3.0789 0.099 0.189 0.175
H 0.2276 -1.2292 2.5677 -0.056 -0.205 0.060
H -2.4806 1.2716 -1.7860 -0.173 0.168 0.473
H -4.0992 1.6102 -1.1013 0.392 -0.001 0.076
H -2.7198 2.6609 -0.6546 -0.070 -0.151 -0.207
H -4.0610 1.5786 1.7083 -0.415 0.440 0.105
H -3.1742 -0.5748 3.1385 -0.173 0.045 0.143
O 5.1960 4.2195 -1.6699 -1.725 -1.594 -1.054
N 4.4190 3.6485 -2.4504 1.271 2.071 -1.543
O 4.2484 4.0191 -3.6354 0.112 -0.921 2.095
C 3.6327 2.4992 -2.0173 -0.643 -0.705 0.858
C 2.7447 1.8639 -2.8548 0.717 0.811 -0.200
C 1.8916 0.8392 -2.3921 0.538 -0.019 1.258
N 1.0674 0.0920 -3.2982 -2.270 -2.053 -1.522
O 1.0627 0.3564 -4.5142 0.362 -0.028 2.289
O 0.3853 -0.8294 -2.7896 1.424 1.869 -1.024
C 1.8874 0.4361 -1.0750 1.137 0.267 -0.421
N 2.8475 1.0258 -0.2925 0.286 0.348 0.328
N 3.1277 0.6925 1.0026 0.709 0.827 0.151
N 4.1083 1.4738 1.3753 -1.025 -0.550 -0.994
N 4.5140 2.3224 0.4042 -1.342 -0.870 -1.006
C 3.7261 2.0376 -0.6595 0.436 0.150 0.751
H 2.7207 2.1644 -3.8959 -0.144 -0.021 0.067
H 1.2961 -0.3806 -0.6674 0.000 0.386 -0.025
```
Forces are in eV/Å.

## Properties
HOMO-LUMO gap   6.4 eV
Charge   0

---

# 2
# C18H15N5S3Tc

A structure of composition C18H15N5S3Tc at a distorted geometry (ωB97M-V/def2-TZVPD, the Open Molecules 2025 dataset).

The geometry in XYZ format:
```
42
Properties=species:S:1:pos:R:3:forces:R:3
Tc 0.6240 0.0491 0.1208 1.721 0.422 -0.317
C 2.6296 -0.7234 -2.9635 -1.898 0.378 -0.815
C 3.2448 -0.7128 -1.6465 0.468 0.752 2.047
N 2.5530 -0.6785 -0.4741 1.492 1.473 0.793
C 3.4632 -0.4496 0.6415 0.834 -1.025 -1.355
C 4.8102 -0.4880 0.2804 -2.938 0.196 -0.425
S 4.9586 -0.5883 -1.4392 -1.100 -0.522 0.497
C 2.8328 -0.2495 1.9501 1.194 0.597 1.446
C 3.4173 -0.0241 3.1805 -0.860 -0.386 -0.247
S 2.1358 0.2941 4.4030 0.946 -0.748 -1.831
C 0.9413 0.0967 3.2115 0.029 -0.092 0.497
N 1.4419 -0.1224 1.9760 -0.430 0.010 -0.408
C -0.5287 0.1131 3.5390 -0.233 1.025 -0.874
H 3.2513 -1.2920 -3.6359 -0.068 -0.118 -0.561
H 2.3975 0.2837 -3.4037 0.851 -0.579 0.443
H 1.6025 -1.1501 -2.9108 0.768 -0.299 -0.029
H 5.6522 -0.4716 0.9264 0.631 0.186 0.346
H 4.4907 -0.1317 3.4426 -1.001 0.311 -0.059
H -0.7711 -0.3592 4.5041 0.221 0.253 -0.368
H -1.0930 -0.3987 2.7230 0.370 0.315 0.686
H -0.8433 1.1981 3.5510 0.048 -1.089 0.216
N -3.1752 1.0794 -1.2306 2.865 -1.107 1.057
C -3.5061 -0.2715 -0.8304 -1.230 1.473 -0.036
C -4.7406 -0.9348 -0.9932 1.803 1.520 0.137
C -4.7546 -2.2510 -0.4462 -1.041 -1.037 -0.237
C -3.7145 -2.7815 0.2916 2.361 -1.274 1.071
C -2.5077 -2.0805 0.4768 -0.205 -0.073 -0.031
C -2.3931 -0.7606 -0.1090 -0.543 0.585 -1.176
N -1.3403 0.1730 -0.2041 -2.858 -1.084 -0.042
C -1.8548 1.2698 -0.8935 -3.466 -1.920 -0.173
C -0.9306 2.2459 -1.2659 0.940 2.712 -1.791
C -0.9354 3.3628 -2.1162 1.542 -1.018 1.007
S 0.7057 3.9418 -2.4199 -0.862 -1.914 1.578
C 1.3250 2.6460 -1.3813 -2.875 0.241 -0.691
N 0.3286 1.8784 -0.8891 3.179 0.016 0.282
H -3.7507 1.7559 -1.7271 -0.050 -0.210 0.003
H -5.5795 -0.4325 -1.4960 0.229 -0.557 0.225
H -5.5876 -2.9359 -0.6378 -0.013 0.503 -0.023
H -3.7439 -3.8571 0.6628 -0.220 1.638 -0.450
H -1.6321 -2.4742 1.0110 -0.615 -0.184 -0.181
H -1.7751 3.8439 -2.5660 -0.385 0.325 -0.272
H 2.3518 2.3877 -1.2122 0.403 0.305 0.063
```
Forces are in eV/Å.

## Properties
Spin multiplicity   4
HOMO-LUMO gap (alpha / beta)   5.4 / 3.8 eV
Charge   +4
Expectation value of S²   3.7847

---

# 3
# C14H15CdF6N5O3S2Sb

A structure of composition C14H15CdF6N5O3S2Sb (ωB97M-V/def2-TZVPD, the Open Molecules 2025 dataset).

The geometry in XYZ format:
```
47
Properties=species:S:1:pos:R:3:forces:R:3
Cd -1.2228 -1.2878 0.6280 -0.278 -0.310 -0.287
C 1.2554 2.5843 0.9210 -0.026 -0.077 0.040
C 0.2457 1.5269 0.6745 -0.090 0.052 -0.137
N 0.4021 0.2663 1.0469 0.067 0.082 0.173
N 1.5400 -0.0574 1.5668 -0.129 -0.247 0.308
C 1.6265 -1.4079 2.0041 0.071 0.261 -0.364
N 2.8464 -1.6539 2.4034 0.402 -0.003 0.130
S 0.4286 -2.5979 2.0084 -0.171 0.091 0.309
C -1.0173 1.8184 -0.0401 0.223 -0.126 -0.003
C -1.4458 3.1257 -0.1925 -0.081 0.105 -0.044
C -2.6339 3.3677 -0.8726 0.079 0.074 0.050
C -3.3313 2.3015 -1.3955 -0.038 -0.112 -0.081
C -2.8241 1.0164 -1.2153 -0.042 0.052 0.019
N -1.7042 0.7759 -0.5533 0.011 0.190 0.321
H 2.1970 2.1507 1.2455 0.047 0.045 -0.093
H 0.8937 3.2689 1.6946 -0.032 0.005 0.001
H 1.4215 3.1603 0.0100 0.049 0.001 0.027
H 3.5896 -0.9748 2.2015 0.044 0.214 -0.190
H 3.0977 -2.5845 2.6962 -0.026 0.003 0.014
H -0.8739 3.9415 0.2257 0.004 -0.023 -0.013
H -3.0000 4.3792 -0.9871 0.004 -0.013 0.005
H -4.2613 2.4401 -1.9286 0.015 -0.010 0.001
H -3.3519 0.1538 -1.6008 -0.032 -0.010 0.039
F -3.3798 -1.8793 -0.2340 0.159 -0.003 -0.353
Sb -4.4106 -1.5571 1.3719 0.042 0.008 0.279
F -5.2476 -1.1728 2.9848 -0.048 0.021 0.101
F -3.0211 -2.6069 2.1330 0.027 -0.235 0.169
F -5.4791 -3.0367 1.0318 -0.123 -0.088 -0.110
F -3.1161 -0.1576 1.6740 0.138 0.182 0.005
F -5.4026 -0.3408 0.3627 -0.260 0.086 -0.079
N -0.5883 -2.2324 -1.4968 0.175 0.091 0.093
C 0.7534 -1.6979 -1.5332 -0.341 -0.065 -0.131
C 0.8915 -0.3635 -1.8838 0.043 0.112 -0.188
C 2.0767 0.3020 -1.6218 0.035 0.058 -0.023
C 3.1268 -0.3605 -1.0080 -0.117 -0.380 -0.158
C 3.0294 -1.7375 -0.7943 0.001 0.267 -0.017
C 1.8434 -2.4124 -1.0565 -0.007 0.057 0.146
S 4.5582 0.5638 -0.4600 0.249 0.167 -0.092
O 5.6213 0.1986 -1.3684 -0.121 0.006 0.104
O 4.1101 1.9468 -0.5341 -0.016 -0.094 0.076
O 4.7600 0.0907 0.9126 -0.223 -0.255 0.256
H -0.6637 -3.2409 -1.5337 0.205 -0.038 -0.040
H -1.1702 -1.8333 -2.2221 -0.046 -0.038 -0.052
H 0.0398 0.1699 -2.2937 0.107 -0.039 -0.028
H 2.1832 1.3631 -1.8149 0.012 -0.054 -0.072
H 3.8706 -2.2569 -0.3510 -0.003 -0.024 -0.082
H 1.7368 -3.4616 -0.8051 0.040 0.016 -0.031
```
Forces are in eV/Å.

## Properties
Spin multiplicity   2
HOMO-LUMO gap (alpha / beta)   7.0 / 5.1 eV
Charge   0
Relative energy (zero: lowest compared OMol25 entry of this formula, charge and spin)   0.0 kJ/mol
Expectation value of S²   0.7772

---

# 4
# C9H14

A cluster of 2 separate species, C9H14 in total at a distorted geometry (ωB97M-V/def2-TZVPD, the Open Molecules 2025 dataset).

The geometry in XYZ format:
```
23
Properties=species:S:1:pos:R:3:forces:R:3
C -1.4472 0.8784 0.0864 -0.670 0.511 0.404
C -0.3105 0.2877 3.6416 -0.032 0.064 1.296
C -0.9035 0.9092 2.5675 0.520 -0.410 -0.387
C 0.2845 -0.9792 3.6004 -1.073 1.036 -0.161
C -0.8391 0.2869 1.3258 -0.113 -0.242 -0.799
C 0.3409 -1.5633 2.3569 0.706 -0.403 -0.657
C -0.1769 -0.9236 1.2287 0.185 -0.348 0.890
H -0.3278 0.8134 4.5935 -0.083 -0.123 -0.012
H -1.3526 1.8780 2.6923 -0.168 0.228 -0.054
H 0.5184 -1.4356 4.5503 0.573 -0.224 -0.215
H 0.8950 -2.4774 2.1648 -0.253 -0.161 0.331
H -0.9845 0.5511 -0.8333 0.428 0.012 -0.125
H -1.4277 1.9658 0.1727 0.094 0.038 -0.315
H -0.0512 -1.4414 0.2957 -0.120 0.101 -0.439
H -2.5039 0.6136 -0.0239 0.012 -0.083 0.222
C 1.5828 -0.4296 -3.4224 -0.674 -1.249 -0.587
C 0.5028 0.6025 -3.6820 1.252 1.312 0.134
H 1.3118 -1.0443 -2.5642 0.190 0.226 0.347
H 1.6189 -1.1707 -4.2252 0.091 0.124 -0.199
H 2.5893 -0.0512 -3.3058 0.053 0.353 0.131
H 0.5758 1.1175 -4.6429 0.426 -0.037 0.020
H -0.4911 0.2482 -3.6749 -1.071 -0.855 0.300
H 0.5957 1.3639 -2.9019 -0.276 0.127 -0.127
```
Forces are in eV/Å.

## Properties
HOMO-LUMO gap   10.0 eV
Charge   0
Relative energy (zero: lowest compared OMol25 entry of this formula, charge and spin)   36.7 kJ/mol

---

# 5
# C10H20NO

A cluster of 2 separate species, C10H20NO in total at a distorted geometry (ωB97M-V/def2-TZVPD, the Open Molecules 2025 dataset).

The geometry in XYZ format:
```
32
Properties=species:S:1:pos:R:3:forces:R:3
C -0.2303 -1.5464 -1.7454 0.630 -0.642 0.581
C 0.9768 -1.6728 -1.6286 -1.903 0.889 0.373
C -1.1425 1.1811 -0.9917 -1.922 -1.431 0.332
C -0.1801 1.5923 -2.0193 -1.212 -1.378 -1.317
C 3.0747 -2.1146 -0.1757 0.957 -1.845 0.412
C -2.1995 1.4471 2.1445 -1.721 1.557 -1.642
C -0.9266 -0.7156 2.0662 0.415 0.538 0.541
C 0.6262 1.2211 0.4811 2.553 -3.268 2.413
C 2.4213 -1.8022 -1.5206 1.234 -1.407 -1.725
C -1.6958 0.3235 1.2163 2.027 0.377 0.363
N -0.7187 0.8476 0.1896 -1.924 1.228 -0.141
O -2.4302 1.0148 -1.3927 2.491 0.647 -1.312
H -3.1869 0.9309 -0.8262 -0.116 -0.010 1.171
H -1.3262 -1.5801 -1.7085 1.158 0.035 -0.329
H 0.6590 0.8869 -2.0231 -0.206 0.368 -0.041
H -0.7041 1.5588 -2.9892 0.416 0.180 0.370
H 0.1211 2.5647 -1.7827 0.734 1.667 0.049
H 3.1086 -1.3238 0.5815 -0.638 -0.106 -0.133
H 4.1878 -2.3189 -0.3484 -1.558 0.106 0.007
H 2.6228 -3.1007 0.2089 0.703 1.682 -0.137
H -2.6411 2.3429 1.5449 0.017 -1.820 0.785
H -2.9088 1.0175 2.8525 -0.418 0.091 -0.353
H -1.5647 2.0293 2.7884 1.444 -0.535 0.080
H -1.6126 -1.4569 2.5357 0.589 0.769 -0.116
H -0.4108 -0.0311 2.7970 -0.601 -1.328 -0.017
H -0.0915 -1.2529 1.5718 -0.841 0.192 -0.208
H 0.8606 2.2126 0.2525 0.224 1.464 -0.612
H 0.8744 1.0882 1.5980 -0.685 0.167 -1.745
H 1.3208 0.4737 -0.0540 -0.845 1.288 0.711
H 2.9924 -0.9742 -2.0246 -0.830 -0.682 0.235
H 2.5742 -2.7660 -2.1499 0.266 1.627 0.697
H -2.4502 -0.0767 0.5518 -0.442 -0.423 0.705
```
Forces are in eV/Å.

## Properties
HOMO-LUMO gap   10.1 eV
Charge   +1
Relative energy (zero: lowest compared OMol25 entry of this formula, charge and spin)   271.8 kJ/mol